(1)
Below is a 2-piece molecular cluster, C6H14N2O2 overall in a non-equilibrium geometry, with properties calculated with ωB97M-V/def2-TZVPD.

As for the molecular weight: 146.2 g mol⁻¹. Its structure (SMILES) is CNC(C)=O.CNC(C)=O. The HOMO energy comes out at -0.338 Ha. For the total energy, the calculation gives -496.9785 Eh. As for the charge: 0. The orbital gap comes out at 0.3629 Eh.

```
24
C6H14N2O2 ωB97M-V/def2-TZVPD
C 0.06 -1.40 -2.66
N 0.45 -0.32 -1.70
C 1.28 -0.67 -0.56
C 2.18 0.38 0.04
O 1.24 -1.84 -0.25
H 0.59 -1.40 -3.64
H 0.22 -2.46 -2.27
H -1.08 -1.24 -2.77
H 0.78 0.55 -2.05
H 1.65 0.65 1.04
H 2.21 1.34 -0.53
H 3.25 0.00 0.09
C -1.61 2.16 0.51
N -1.21 0.75 0.58
C -0.61 0.30 1.72
C -0.60 -1.20 2.12
O -0.40 1.21 2.52
H -2.48 2.33 1.11
H -0.80 2.76 0.92
H -1.79 2.62 -0.52
H -1.30 0.03 -0.23
H -1.70 -1.36 2.40
H -0.43 -1.72 1.20
H 0.10 -1.48 2.92
```

***

(2)
Below is one molecule with the formula C5H6N2, with properties calculated with ωB97M-V/def2-TZVPD.

As for the molecular weight: 94.1 g mol⁻¹. Its structure (SMILES) is N=C=CC[C@H]1C=N1. The HOMO energy comes out at -0.332 Ha. For the total energy, the calculation gives -303.5122 Eh. As for the charge: 0. The orbital gap comes out at 0.3633 Eh.

```
13
C5H6N2 ωB97M-V/def2-TZVPD
N -2.86 -0.30 0.61
C -1.76 -0.67 0.21
C -0.61 -1.00 -0.30
C 0.17 0.00 -1.11
C 1.33 0.58 -0.33
C 1.38 0.68 1.11
N 2.05 -0.29 0.68
H -2.79 0.23 1.47
H -0.14 -1.92 -0.01
H -0.49 0.80 -1.45
H 0.57 -0.47 -2.02
H 2.00 1.22 -0.91
H 1.16 1.15 2.06
```

***

(3)
Below is a 10-piece molecular cluster, C42H74BrN9O4 overall in a non-equilibrium geometry, with properties calculated with ωB97M-V/def2-TZVPD.

As for the molecular weight: 849.0 g mol⁻¹. Its structure (SMILES) is CCOOC(=O)OC[C@@H](C)Br.CCCC#N.CCCC#N.CCCC#N.CCCC#N.CCCC#N.CCCC#N.CCCC#N.CCCC#N.CCCC#N. The HOMO energy comes out at -0.346 Ha. For the total energy, the calculation gives -5012.2437 Eh. As for the charge: 0. The orbital gap comes out at 0.3602 Eh.

```
130
C42H74BrN9O4 ωB97M-V/def2-TZVPD
C 8.43 0.09 1.15
C 7.73 -1.31 0.73
O 6.75 -1.74 1.70
O 5.84 -2.60 1.13
C 4.72 -2.56 2.02
O 4.70 -3.37 3.00
O 3.65 -1.64 1.94
C 2.84 -1.85 0.75
C 2.58 -0.36 0.11
C 2.66 0.69 1.36
Br 4.02 0.02 -1.20
H 8.94 0.60 0.27
H 9.19 -0.11 1.99
H 7.59 0.74 1.60
H 8.59 -2.08 0.63
H 7.22 -1.23 -0.29
H 3.28 -2.57 -0.01
H 1.81 -2.25 1.12
H 1.53 -0.28 -0.32
H 1.99 0.29 2.21
H 3.73 0.90 1.69
H 2.22 1.68 1.00
C 14.14 0.41 1.23
C 13.07 0.24 2.30
C 12.02 -0.81 1.93
C 11.32 -0.40 0.66
N 10.76 -0.08 -0.33
H 13.72 0.77 0.29
H 14.88 1.15 1.55
H 14.66 -0.53 1.03
H 12.58 1.20 2.47
H 13.55 -0.06 3.24
H 11.29 -0.91 2.73
H 12.49 -1.79 1.77
C -1.55 -3.71 -2.22
C -0.99 -4.80 -1.31
C 0.15 -4.29 -0.41
C 1.29 -3.80 -1.25
N 2.19 -3.40 -1.91
H -0.79 -3.34 -2.91
H -2.37 -4.11 -2.82
H -1.92 -2.87 -1.63
H -0.63 -5.63 -1.92
H -1.79 -5.18 -0.68
H 0.51 -5.10 0.23
H -0.21 -3.48 0.23
C -1.21 2.56 -1.38
C -1.74 1.15 -1.13
C -2.24 0.94 0.30
C -1.11 1.16 1.27
N -0.22 1.33 2.03
H -0.34 2.78 -0.75
H -0.89 2.67 -2.41
H -1.98 3.31 -1.17
H -0.95 0.43 -1.36
H -2.56 0.96 -1.83
H -2.62 -0.08 0.41
H -3.05 1.63 0.53
C 4.86 5.53 0.05
C 3.75 5.37 1.09
C 2.71 4.32 0.69
C 2.05 4.72 -0.60
N 1.53 5.03 -1.61
H 4.47 5.88 -0.91
H 5.60 6.27 0.39
H 5.38 4.58 -0.11
H 3.27 6.34 1.23
H 4.20 5.09 2.04
H 1.95 4.24 1.47
H 3.18 3.35 0.57
C -4.38 -4.28 3.45
C -2.89 -4.07 3.22
C -2.57 -2.72 2.57
C -3.23 -2.63 1.23
N -3.75 -2.56 0.17
H -4.93 -4.29 2.50
H -4.56 -5.24 3.94
H -4.80 -3.49 4.08
H -2.51 -4.88 2.59
H -2.37 -4.14 4.18
H -1.49 -2.61 2.45
H -2.92 -1.90 3.20
C -7.12 -1.10 -2.76
C -7.00 -1.50 -1.29
C -7.29 -0.34 -0.33
C -6.31 0.77 -0.57
N -5.54 1.65 -0.76
H -6.40 -0.33 -3.03
H -6.94 -1.97 -3.40
H -8.13 -0.73 -2.98
H -5.99 -1.89 -1.11
H -7.70 -2.32 -1.08
H -7.20 -0.68 0.70
H -8.31 0.04 -0.48
C -0.62 -3.54 -6.23
C -1.27 -4.21 -7.43
C -2.73 -3.80 -7.63
C -3.54 -4.19 -6.42
N -4.17 -4.49 -5.47
H -1.11 -3.83 -5.30
H 0.43 -3.85 -6.15
H -0.65 -2.45 -6.32
H -1.21 -5.30 -7.31
H -0.70 -3.96 -8.33
H -3.15 -4.29 -8.51
H -2.81 -2.72 -7.78
C -1.27 8.94 1.77
C -0.98 7.68 0.96
C -0.17 6.64 1.75
C 1.16 7.23 2.15
N 2.20 7.69 2.47
H -0.35 9.46 2.06
H -1.88 9.63 1.19
H -1.82 8.69 2.69
H -0.44 7.96 0.05
H -1.92 7.23 0.65
H 0.01 5.76 1.13
H -0.71 6.33 2.64
C -11.64 0.70 2.08
C -11.32 -0.56 1.27
C -10.51 -1.58 2.06
C -9.19 -0.98 2.47
N -8.16 -0.51 2.80
H -10.73 1.23 2.37
H -12.25 1.39 1.49
H -12.19 0.45 2.99
H -10.78 -0.27 0.37
H -12.26 -1.02 0.95
H -10.32 -2.47 1.44
H -11.05 -1.90 2.95
```

***

(4)
Below is one molecule with the formula C6H15NO in a non-equilibrium geometry, with properties calculated with ωB97M-V/def2-TZVPD.

As for the molecular weight: 117.2 g mol⁻¹. Its structure (SMILES) is CCN[C@@H](C)[C@@H](C)O. The HOMO energy comes out at -0.315 Ha. For the total energy, the calculation gives -367.5621 Eh. As for the charge: 0. The orbital gap comes out at 0.3510 Eh.

```
23
C6H15NO ωB97M-V/def2-TZVPD
C -1.64 -2.27 1.27
C -1.14 -1.76 -0.08
N 0.11 -1.00 -0.05
C -0.01 0.46 -0.29
C -0.78 1.14 0.86
C 1.45 0.93 -0.50
C 1.84 1.39 -1.91
O 1.87 1.99 0.43
H -1.21 -3.26 1.46
H -1.32 -1.73 2.16
H -2.70 -2.42 1.28
H -1.87 -1.18 -0.64
H -0.96 -2.62 -0.72
H 0.69 -1.20 0.76
H -0.53 0.50 -1.24
H -1.85 1.14 0.61
H -0.48 2.15 1.11
H -0.59 0.58 1.78
H 2.15 0.17 -0.18
H 1.02 1.84 -2.47
H 2.18 0.56 -2.51
H 2.65 2.09 -1.85
H 1.11 2.51 0.72
```

***

(5)
Below is a 2-piece molecular cluster, C4H5Br overall in a non-equilibrium geometry, with properties calculated with ωB97M-V/def2-TZVPD.

As for the molecular weight: 133.0 g mol⁻¹. The HOMO energy comes out at -0.351 Ha. For the total energy, the calculation gives -2729.2365 Eh. As for the charge: 0. The orbital gap comes out at 0.3467 Eh.

```
10
C4H5Br ωB97M-V/def2-TZVPD
C 0.07 -0.33 0.04
C -0.62 -1.38 0.42
C 0.34 1.06 0.47
C 1.30 0.35 -0.36
Br 3.14 -0.17 0.03
H -0.34 -2.42 -0.08
H -1.57 -1.41 0.82
H -0.10 2.02 0.07
H 0.56 1.27 1.44
H 1.55 0.60 -2.00
```

***

(6)
Below is C28H40InNO2 as an isolated structure in a non-equilibrium geometry, with properties calculated with ωB97M-V/def2-TZVPD.

As for the molecular weight: 537.5 g mol⁻¹. The HOMO energy comes out at -0.272 Ha. For the total energy, the calculation gives -1486.0926 Eh. As for the charge: 0. The orbital gap comes out at 0.2823 Eh.

```
72
C28H40InNO2 ωB97M-V/def2-TZVPD
O 0.51 -0.20 -5.09
C 0.37 1.10 -5.86
C 0.25 0.40 -7.20
H 1.26 1.72 -5.70
H -0.54 1.63 -5.55
C 0.35 -0.88 -6.35
H 1.12 0.56 -7.85
H -0.72 0.49 -7.70
C 1.59 -1.64 -6.79
H 2.47 -1.01 -6.71
H 1.47 -1.91 -7.84
H 1.70 -2.56 -6.21
C -0.91 -1.71 -6.39
H -1.78 -1.14 -6.05
H -0.79 -2.61 -5.77
H -1.11 -2.03 -7.41
In 0.38 -0.12 1.29
C -2.39 -1.48 2.39
C -1.89 -0.18 2.63
C -1.94 0.55 1.38
H -1.61 0.24 3.60
C -2.53 -0.33 0.41
C -2.77 -1.57 1.03
H -3.22 -2.44 0.55
H -2.53 -2.26 3.15
H -1.83 1.64 1.29
H -2.84 -0.04 -0.59
C 1.29 -2.95 2.86
C 0.23 -3.36 2.00
C 0.42 -2.79 0.74
H -0.55 -4.08 2.27
C 1.63 -1.97 0.79
C 2.18 -2.15 2.13
H 3.15 -1.76 2.46
H 1.43 -3.30 3.89
H -0.18 -2.96 -0.16
H 2.18 -1.61 -0.09
O 0.65 0.37 -1.47
C -0.35 -0.47 -2.15
C -1.34 0.49 -2.81
H -0.82 -1.16 -1.43
H 0.17 -1.06 -2.91
C -0.42 1.66 -3.10
H -2.12 0.86 -2.13
H -1.84 0.05 -3.67
C 0.36 1.77 -1.81
H -0.89 2.55 -3.53
H 0.33 1.25 -3.78
H -0.26 2.24 -1.03
H 1.30 2.32 -1.92
C -0.76 1.19 6.19
N -0.32 0.12 5.31
C -0.59 -1.18 5.91
C 1.00 0.26 4.70
C 1.18 1.55 3.93
C 1.64 2.68 4.64
C 1.65 3.93 4.02
C 1.34 4.04 2.67
C 1.04 2.87 1.94
C 0.94 1.64 2.56
H -1.77 0.91 6.53
H -0.81 2.15 5.67
H -0.13 1.29 7.09
H -1.62 -1.15 6.30
H -0.53 -1.98 5.16
H 0.09 -1.40 6.75
H 1.79 0.19 5.47
H 1.14 -0.60 4.02
H 1.98 2.55 5.68
H 1.92 4.81 4.60
H 1.34 5.01 2.17
H 0.89 2.94 0.86
```

***

(7)
Below is a 2-piece molecular cluster, C3H10N4O overall in a non-equilibrium geometry, with properties calculated with ωB97M-V/def2-TZVPD.

As for the molecular weight: 118.1 g mol⁻¹. The HOMO energy (spin up / spin down) comes out at -0.713 / -0.654 Ha. For the total energy, the calculation gives -413.7132 Eh. As for the charge: +2. The orbital gap (spin up / spin down) comes out at 0.3480 / 0.2305 Eh.

```
18
C3H10N4O ωB97M-V/def2-TZVPD
C -1.81 -0.48 0.26
C 3.50 -0.23 0.10
C 2.12 0.09 0.18
N -3.09 -0.26 0.10
N -0.82 0.37 0.21
N -3.53 0.95 -0.29
N 1.08 -0.47 -0.30
O -1.46 -1.71 0.54
H 3.66 -1.30 0.08
H 3.86 0.22 -1.00
H 4.21 0.22 0.80
H -2.02 -2.45 0.87
H 1.96 1.16 0.64
H -3.71 -0.77 0.73
H -0.85 1.17 -0.52
H -4.57 0.97 -0.20
H -2.88 1.30 -1.15
H 0.90 -1.35 -0.82
```

***

(8)
Below is an isolated ion of composition C5H11N4 and charge +1 in a non-equilibrium geometry, with properties calculated with ωB97M-V/def2-TZVPD.

As for the molecular weight: 127.2 g mol⁻¹. Its structure (SMILES) is CN(C)Cn1c[nH+]cn1. The HOMO energy comes out at -0.471 Ha. For the total energy, the calculation gives -415.8137 Eh. As for the charge: +1. The orbital gap comes out at 0.3566 Eh.

```
20
C5H11N4 ωB97M-V/def2-TZVPD
C -1.42 1.44 0.04
N -1.57 0.13 -0.43
C -2.15 -0.86 0.60
C -0.57 -0.41 -1.21
N 0.93 -0.09 -0.43
C 1.76 -1.05 -0.21
N 2.78 -0.56 0.50
C 2.47 0.75 0.73
N 1.29 0.98 0.31
H -1.53 2.16 -0.96
H -2.22 1.75 0.59
H -0.54 1.67 0.52
H -1.54 -0.84 1.54
H -3.19 -0.63 0.74
H -1.98 -1.92 0.25
H -0.69 -1.41 -1.50
H -0.40 0.30 -2.03
H 1.70 -1.89 -0.82
H 3.68 -1.00 0.66
H 3.18 1.48 1.11
```

***

(9)
Below is C48H33N7O5P2Se2Ti as an isolated structure in a non-equilibrium geometry, with properties calculated with ωB97M-V/def2-TZVPD.

As for the molecular weight: 1055.6 g mol⁻¹. The HOMO energy (spin up / spin down) comes out at -0.030 / -0.071 Ha. For the total energy, the calculation gives -8943.6735 Eh. As for the charge: -2. The multiplicity is 3. The orbital gap (spin up / spin down) comes out at 0.1624 / 0.2027 Eh.

```
98
C48H33N7O5P2Se2Ti ωB97M-V/def2-TZVPD
Ti 0.28 -2.32 1.37
C -4.28 -1.83 -1.90
C -4.08 -0.83 -0.96
C -3.22 -1.05 0.10
C -2.57 -2.28 0.24
C -2.80 -3.29 -0.70
C -3.64 -3.05 -1.78
N -1.72 -2.48 1.33
C -2.20 -3.03 2.45
C -3.51 -3.53 2.63
C -3.88 -4.05 3.85
C -2.98 -4.09 4.93
C -1.71 -3.58 4.79
C -1.30 -3.04 3.57
N -0.12 -2.46 3.29
N 0.75 -2.13 4.24
C 1.77 -1.44 3.74
C 2.74 -0.84 4.58
C 3.67 0.01 4.03
C 3.67 0.23 2.64
C 2.74 -0.45 1.88
N 1.82 -1.26 2.38
H -4.94 -1.65 -2.74
H -4.60 0.11 -1.05
H -3.04 -0.29 0.85
H -2.31 -4.24 -0.57
H -3.79 -3.82 -2.52
H -4.20 -3.49 1.80
H -4.87 -4.45 3.98
H -3.30 -4.52 5.87
H -1.01 -3.59 5.62
H 2.69 -1.04 5.64
H 4.40 0.51 4.65
H 4.36 0.91 2.18
H 2.74 -0.35 0.79
O 4.45 -6.47 0.95
C 3.55 -5.63 0.95
C 2.16 -5.84 1.46
O 1.71 -6.84 2.02
C 1.45 -4.58 1.16
C 2.30 -3.66 0.54
O 1.79 -2.52 0.20
C 3.65 -4.22 0.41
O 4.66 -3.67 -0.01
O 0.22 -4.22 1.35
Se 0.26 3.13 -3.09
P 0.18 3.08 -0.97
C 1.70 3.75 -0.24
C 2.11 3.42 1.06
C 3.22 4.04 1.61
C 3.93 4.99 0.88
C 3.51 5.33 -0.40
C 2.40 4.73 -0.95
C -1.16 4.11 -0.34
C -1.91 4.92 -1.21
C -2.91 5.72 -0.71
C -3.17 5.76 0.66
C -2.40 4.98 1.53
C -1.40 4.18 1.04
C -0.04 1.49 -0.15
C 0.04 0.15 -0.56
N -0.14 -0.58 0.55
N -0.32 0.24 1.57
N -0.25 1.47 1.17
P 0.17 -0.67 -2.14
Se 0.13 -2.77 -2.19
C -1.28 -0.05 -3.08
C -1.55 -0.68 -4.29
C -2.68 -0.35 -5.01
C -3.56 0.60 -4.52
C -3.30 1.21 -3.31
C -2.17 0.89 -2.58
C 1.71 0.01 -2.86
C 2.54 0.85 -2.13
C 3.70 1.35 -2.71
C 4.04 0.99 -4.00
C 3.23 0.11 -4.71
C 2.07 -0.38 -4.14
H 1.58 2.67 1.62
H 3.53 3.79 2.61
H 4.81 5.45 1.31
H 4.05 6.08 -0.96
H 2.08 4.98 -1.95
H -1.71 4.87 -2.27
H -3.50 6.33 -1.38
H -3.96 6.38 1.05
H -2.60 5.01 2.59
H -0.81 3.56 1.70
H -0.88 -1.44 -4.65
H -2.88 -0.84 -5.95
H -4.46 0.85 -5.07
H -3.98 1.95 -2.91
H -2.00 1.37 -1.63
H 2.28 1.15 -1.12
H 4.32 2.04 -2.15
H 4.95 1.38 -4.44
H 3.51 -0.17 -5.72
H 1.44 -1.07 -4.68
```

***

(10)
Below is a 2-piece molecular cluster, C4H15N2O overall in a non-equilibrium geometry, with properties calculated with ωB97M-V/def2-TZVPD.

As for the molecular weight: 107.2 g mol⁻¹. The HOMO energy comes out at -0.471 Ha. For the total energy, the calculation gives -345.9140 Eh. As for the charge: +1. The orbital gap comes out at 0.3602 Eh.

```
22
C4H15N2O ωB97M-V/def2-TZVPD
N 1.08 -0.41 -0.62
C 0.55 -0.98 0.69
C -0.97 -0.90 0.62
N -1.41 0.30 -0.05
C -1.36 1.47 0.81
C -2.68 0.15 -0.74
H 1.28 -1.18 -1.26
H 1.98 0.06 -0.47
H 0.38 0.24 -1.00
H 1.00 -0.38 1.47
H 0.89 -2.00 0.72
H -1.40 -0.98 1.64
H -1.37 -1.78 0.13
H -0.36 1.67 1.16
H -2.06 1.41 1.65
H -1.63 2.37 0.24
H -3.49 -0.24 -0.11
H -2.55 -0.50 -1.60
H -2.99 1.11 -1.13
H 4.34 0.11 0.21
H 4.48 0.27 -1.30
O 3.82 0.30 -0.59
```

***

(11)
Below is an isolated ion of composition C5H10N3 and charge +1 in a non-equilibrium geometry, with properties calculated with ωB97M-V/def2-TZVPD.

As for the molecular weight: 112.2 g mol⁻¹. Its structure (SMILES) is NCCc1c[nH]c[nH+]1. The HOMO energy comes out at -0.474 Ha. For the total energy, the calculation gives -360.5225 Eh. As for the charge: +1. The orbital gap comes out at 0.3448 Eh.

```
18
C5H10N3 ωB97M-V/def2-TZVPD
N 1.93 -0.24 1.61
C 1.90 -0.38 0.14
C 0.58 -1.15 -0.31
C -0.68 -0.28 -0.40
C -1.19 0.24 -1.56
N -2.24 1.09 -1.16
C -2.31 1.10 0.17
N -1.42 0.15 0.66
H 2.66 -0.81 2.03
H 2.32 0.73 1.89
H 2.09 0.59 -0.22
H 2.89 -1.05 -0.11
H 0.49 -1.83 0.57
H 0.73 -1.72 -1.23
H -0.82 0.16 -2.62
H -2.69 1.85 -1.83
H -2.79 1.82 0.78
H -1.44 -0.29 1.58
```

***

(12)
Below is one molecule with the formula C4H6FNO in a non-equilibrium geometry, with properties calculated with ωB97M-V/def2-TZVPD.

As for the molecular weight: 103.1 g mol⁻¹. Its structure (SMILES) is C=C(F)CNC=O. The HOMO energy comes out at -0.367 Ha. For the total energy, the calculation gives -385.8281 Eh. As for the charge: 0. The orbital gap comes out at 0.3976 Eh.

```
13
C4H6FNO ωB97M-V/def2-TZVPD
C 1.83 1.04 -0.72
C 1.31 -0.10 -0.49
F 1.51 -1.28 -1.06
C 0.16 -0.18 0.62
N -1.01 -0.81 0.09
C -2.18 -0.30 0.43
O -2.34 0.64 1.17
H 2.60 1.21 -1.43
H 1.60 2.08 -0.25
H -0.09 0.85 0.97
H 0.40 -0.84 1.54
H -0.89 -1.41 -0.70
H -2.91 -0.90 -0.17
```